# C41H47AuClN2O9P4

A structure of composition C41H47AuClN2O9P4 at a distorted geometry (ωB97M-V with the def2-TZVPD basis set, OMol25).

The value obtained for the total energy is -118056.7218 eV. As for the total charge: +1. The multiplicity is 3. The HOMO energy (spin up / spin down) is -10.28 / -10.32 eV. Its gap between HOMO and LUMO (spin up / spin down) is 8.6 / 4.6 eV. The value obtained for the energy above the lowest of the compared OMol25 structures with the same formula, charge and spin is 0.125 eV.

XYZ file:
```
105
C41H47AuClN2O9P4 ωB97M-V with the def2-TZVPD basis set
Au -0.005 1.054 -0.384
N -3.965 -1.014 1.560
C -2.761 -0.311 2.170
C -3.078 -0.113 3.653
P -1.434 -1.632 1.941
O -0.464 -1.382 3.176
O -2.239 -2.879 2.111
O -0.700 -1.339 0.679
P -2.563 1.330 1.361
O -4.141 1.693 1.257
O -1.820 2.263 2.229
O -2.097 1.120 -0.085
H -3.766 -2.025 1.739
H -4.037 -0.874 0.546
H -4.833 -0.690 1.992
H -3.267 -1.074 4.135
H -3.946 0.537 3.784
H -2.227 0.352 4.143
H 0.144 -0.639 2.947
H -4.301 2.630 1.360
C 4.617 -0.058 1.177
C 4.549 1.074 0.148
C 4.994 2.408 0.756
C 5.368 0.743 -1.106
C 3.130 1.199 -0.256
N 2.025 1.272 -0.534
H 5.664 -0.203 1.447
H 4.232 -0.990 0.763
H 4.049 0.201 2.070
H 6.051 2.319 1.007
H 4.428 2.633 1.659
H 4.878 3.224 0.044
H 6.417 0.688 -0.815
H 5.263 1.514 -1.868
H 5.075 -0.218 -1.530
C -0.605 -1.261 6.436
C 0.713 -0.637 6.761
C 1.570 -1.149 7.705
C 2.799 -0.533 7.950
Cl 3.835 -1.203 9.132
C 3.214 0.614 7.256
C 2.387 1.160 6.313
C 1.139 0.537 6.070
O 0.284 0.956 5.157
C 0.534 2.044 4.290
C 1.525 1.463 3.156
O 2.689 1.836 3.269
O 0.957 0.712 2.358
H -0.765 -2.145 7.049
H -0.653 -1.542 5.383
H -1.419 -0.558 6.618
H 1.300 -2.034 8.263
H 4.179 1.050 7.466
H 2.705 2.012 5.735
H 1.008 2.879 4.794
H -0.407 2.291 3.802
C -0.292 -0.453 -3.528
P -0.453 -1.024 -1.791
C -1.991 -1.972 -1.841
C -3.186 -1.254 -1.741
C -4.400 -1.907 -1.884
C -4.431 -3.280 -2.104
C -3.245 -3.988 -2.209
C -2.022 -3.338 -2.089
C 0.991 -2.091 -1.527
C 0.930 -3.179 -0.655
C 2.050 -3.969 -0.445
C 3.247 -3.667 -1.080
C 3.327 -2.564 -1.917
C 2.206 -1.778 -2.140
P -0.097 1.378 -3.714
C 0.100 1.471 -5.538
C 0.910 0.571 -6.230
C 1.129 0.709 -7.594
C 0.543 1.755 -8.289
C -0.258 2.663 -7.610
C -0.477 2.522 -6.248
C -1.831 1.926 -3.514
C -2.896 1.353 -4.211
C -4.185 1.831 -4.051
C -4.423 2.906 -3.200
C -3.373 3.496 -2.515
C -2.083 3.004 -2.673
H -1.137 -0.852 -4.093
H 0.611 -0.905 -3.930
H -3.154 -0.180 -1.587
H -5.324 -1.345 -1.840
H -5.378 -3.793 -2.204
H -3.265 -5.053 -2.394
H -1.108 -3.904 -2.194
H 0.011 -3.397 -0.132
H 1.985 -4.817 0.221
H 4.117 -4.289 -0.920
H 4.258 -2.321 -2.411
H 2.299 -0.907 -2.775
H 1.392 -0.249 -5.716
H 1.757 -0.004 -8.111
H 0.706 1.862 -9.352
H -0.717 3.484 -8.142
H -1.112 3.237 -5.739
H -2.714 0.534 -4.898
H -5.000 1.381 -4.602
H -5.428 3.292 -3.086
H -3.553 4.340 -1.865
H -1.263 3.460 -2.131
```



# C6H14NO

The ion C6H14NO with charge -1 at a distorted geometry (ωB97M-V with the def2-TZVPD basis set, OMol25).

The value obtained for the total energy is -9982.5376 eV. As for the total charge: -1. The HOMO energy is -2.32 eV. Its gap between HOMO and LUMO is 6.1 eV. The value obtained for the energy above the lowest of the compared OMol25 structures with the same formula, charge and spin is 4.086 eV.

XYZ file:
```
22
C6H14NO ωB97M-V with the def2-TZVPD basis set
C -0.028 0.013 2.470
N -0.857 0.044 1.276
C 0.212 -0.310 0.148
C -0.191 0.083 -1.232
C -0.975 1.387 -1.126
C -0.873 2.154 -2.698
C 0.966 -1.826 0.161
O 1.834 -1.793 1.103
H 0.854 -0.633 2.371
H 0.167 1.250 2.746
H -0.550 -0.369 3.331
H -1.523 -0.859 1.374
H 1.166 0.276 0.255
H -0.656 -0.608 -1.831
H 0.887 0.201 -1.833
H -1.936 1.268 -0.768
H -0.527 2.208 -0.405
H -1.413 2.973 -2.654
H -1.292 1.382 -3.311
H 0.125 2.540 -2.951
H 1.175 -2.015 -0.999
H 0.179 -2.581 0.580
```



# C15H53BI2N21O10

A cluster of 11 separate species, C15H53BI2N21O10 in total at a distorted geometry (ωB97M-V with the def2-TZVPD basis set, OMol25).

The value obtained for the total energy is -85070.5157 eV. As for the total charge: -1. The HOMO energy is -4.56 eV. Its gap between HOMO and LUMO is 6.2 eV.

XYZ file:
```
102
C15H53BI2N21O10 ωB97M-V with the def2-TZVPD basis set
C -1.958 1.059 -4.856
C -0.677 0.413 -4.211
I 0.496 -0.306 -5.935
C 0.234 1.408 -3.385
I -0.642 3.430 -3.163
B 0.723 0.794 -1.935
C -0.521 0.427 -0.917
C -0.055 -0.823 -0.071
N -0.741 -0.925 1.251
H -2.479 0.234 -5.409
H -2.679 1.428 -4.107
H -1.678 1.800 -5.624
H -1.025 -0.428 -3.582
H 1.164 1.549 -3.982
H 1.351 -0.219 -2.159
H 1.439 1.556 -1.362
H -0.727 1.267 -0.208
H -1.478 0.138 -1.424
H 1.022 -0.640 0.154
H -0.144 -1.739 -0.693
H -1.540 -1.540 1.112
H -0.164 -1.443 1.912
C 4.908 0.748 -8.279
O 5.906 0.787 -8.989
N 3.834 -0.036 -8.563
N 4.785 1.488 -7.142
H 3.015 -0.073 -7.986
H 3.878 -0.599 -9.391
H 5.553 2.082 -6.894
H 3.972 1.465 -6.552
C -2.103 -2.927 3.898
O -1.795 -3.293 2.769
N -1.895 -1.653 4.317
N -2.671 -3.754 4.817
H -2.134 -1.324 5.238
H -1.474 -1.017 3.658
H -2.838 -4.702 4.541
H -2.920 -3.460 5.742
C 4.595 1.604 -1.120
O 3.475 1.354 -0.722
N 5.576 2.124 -0.318
N 4.971 1.382 -2.417
H 6.500 2.332 -0.640
H 5.340 2.306 0.643
H 4.278 1.000 -3.034
H 5.887 1.579 -2.769
C 1.032 -2.659 6.040
O -0.096 -2.865 6.465
N 2.024 -2.128 6.811
N 1.386 -2.944 4.755
H 2.951 -1.952 6.475
H 1.802 -1.900 7.763
H 0.678 -3.333 4.155
H 2.303 -2.780 4.386
C -1.828 -3.571 -2.879
O -0.718 -3.074 -2.814
N -2.309 -4.423 -1.927
N -2.685 -3.315 -3.910
H -3.219 -4.838 -1.966
H -1.708 -4.632 -1.151
H -2.366 -2.691 -4.629
H -3.602 -3.713 -3.980
C -4.109 1.144 5.721
O -3.774 0.182 6.398
N -4.921 2.131 6.203
N -3.704 1.312 4.434
H -5.205 2.925 5.662
H -5.241 2.042 7.148
H -3.107 0.605 4.041
H -3.970 2.095 3.868
C -5.217 3.652 -5.222
O -4.627 2.888 -5.975
N -6.531 3.987 -5.404
N -4.623 4.232 -4.148
H -7.031 4.610 -4.800
H -7.004 3.582 -6.191
H -3.654 4.012 -3.973
H -5.098 4.859 -3.529
C 3.693 -2.239 9.877
O 3.341 -1.309 9.165
N 4.194 -2.054 11.131
N 3.614 -3.538 9.474
H 4.486 -2.805 11.726
H 4.266 -1.110 11.462
H 3.247 -3.713 8.554
H 3.897 -4.311 10.043
C 7.089 3.129 3.224
O 6.139 3.595 2.618
N 8.200 3.863 3.525
N 7.122 1.835 3.653
H 8.988 3.495 4.022
H 8.213 4.820 3.225
H 6.322 1.264 3.450
H 7.894 1.437 4.151
C -6.892 -0.583 -6.345
O -6.928 -1.757 -6.693
N -8.021 0.118 -6.023
N -5.739 0.125 -6.246
H -8.011 1.077 -5.734
H -8.896 -0.367 -6.082
H -4.886 -0.351 -6.471
H -5.700 1.091 -5.962
```



# C21H21AuN3O2Te

A structure of composition C21H21AuN3O2Te (ωB97M-V with the def2-TZVPD basis set, OMol25).

The value obtained for the total energy is -41662.3080 eV. As for the total charge: +1. The HOMO energy is -11.21 eV. Its gap between HOMO and LUMO is 8.1 eV. The value obtained for the energy above the lowest of the compared OMol25 structures with the same formula, charge and spin is 0.161 eV.

XYZ file:
```
49
C21H21AuN3O2Te ωB97M-V with the def2-TZVPD basis set
Au 1.162 0.883 -0.327
N 4.754 -0.081 -2.689
C 3.590 0.138 -2.057
O 3.301 1.255 -1.626
C 2.647 -1.049 -1.950
C 1.775 -1.052 -0.690
H 5.389 0.687 -2.827
H 5.002 -0.988 -3.041
H 3.221 -1.976 -2.034
H 2.011 -0.994 -2.839
H 2.351 -1.394 0.173
H 0.953 -1.750 -0.829
O -3.302 -1.784 3.972
C -2.837 -0.895 3.386
N -2.381 0.062 2.793
C 0.457 5.763 0.058
C -0.613 4.921 0.325
C -0.423 3.558 0.220
N 0.748 3.017 -0.127
C 1.780 3.829 -0.392
C 1.671 5.205 -0.308
H 0.344 6.836 0.133
H -1.579 5.311 0.611
H -1.240 2.873 0.416
H 2.704 3.349 -0.684
H 2.529 5.823 -0.529
Te -0.778 0.095 1.479
C -2.136 -0.187 -0.128
C -3.220 -1.034 0.062
C -4.137 -1.207 -0.963
C -3.980 -0.524 -2.161
C -2.904 0.330 -2.339
C -1.972 0.499 -1.324
C -0.256 -1.912 1.829
C -0.629 -2.930 0.965
C -0.237 -4.228 1.261
C 0.511 -4.489 2.400
C 0.878 -3.459 3.254
C 0.496 -2.156 2.972
H -3.363 -1.564 0.994
H -4.977 -1.872 -0.818
H -4.702 -0.657 -2.956
H -2.784 0.869 -3.269
H -1.131 1.161 -1.479
H -1.209 -2.724 0.076
H -0.522 -5.034 0.598
H 0.808 -5.504 2.626
H 1.457 -3.666 4.143
H 0.777 -1.351 3.641
```